Entry 1:
DFT (wB97M-V/def2-TZVPD) results for a cluster of 3 separate species, C5H14O2 in total at a distorted geometry.

Structure (XYZ):
```
21
Properties=species:S:1:pos:R:3
H 1.930 1.885 -1.264
H -2.985 -1.706 -0.773
H -2.271 -0.845 0.931
H 2.359 -0.631 2.886
H 0.352 0.310 -2.971
C -1.710 0.202 -0.847
H 2.582 0.734 -2.490
O 0.548 0.881 3.081
H -2.055 0.578 -1.819
H 0.113 0.139 3.647
H 0.353 0.658 2.177
H 0.022 -1.305 -0.573
O 1.970 -1.327 2.147
C 1.999 0.764 -1.528
H -1.594 1.040 -0.212
H 2.691 0.177 -0.888
C 0.607 0.266 -1.881
H 1.879 -0.593 1.577
C -2.816 -0.766 -0.107
C -0.242 -0.317 -1.007
H -3.732 -0.143 -0.087
```

Properties
spin multiplicity: 1
LUMO: 0.4454 eV
net charge: 0
energy above the lowest of the compared OMol25 structures with the same formula, charge and spin: 92.50 kcal per mole
structure (SMILES): C/C=C/CC.O.O

Atom charges from the Mulliken analysis, given in e for atoms 1 to 6: number 1, H, carries 0.228; number 2, H, carries 0.278; number 3, H, carries 0.200; number 4, H, carries 0.396; number 5, H, carries 0.322; number 6, C, carries -0.554



Entry 2:
DFT (wB97M-V/def2-TZVPD) results for a structure of composition C27H21AlCl2N3OS4Te at a distorted geometry.

Structure (XYZ):
```
60
Properties=species:S:1:pos:R:3
H 0.675 -3.339 -5.220
H -2.759 5.099 2.043
C 4.163 -1.535 0.346
S 2.257 0.209 -0.619
C -0.992 1.230 -3.049
H 0.423 -3.784 -1.402
C 3.862 -0.362 -0.320
H 1.700 2.812 5.153
C -1.150 -2.601 1.227
C -0.469 0.564 3.781
N -0.217 -2.748 0.224
H -0.477 6.275 1.794
H -0.713 -2.228 -5.125
C -2.893 -0.143 -2.491
H 1.414 5.032 0.856
C -1.278 1.108 -4.402
H -0.120 1.857 -2.691
H -2.600 0.383 -5.869
C 0.291 3.187 0.504
C 0.455 4.516 0.959
H -1.640 -5.344 -1.353
H 1.150 2.654 0.144
C -1.467 -4.572 -0.621
C 6.404 -0.246 0.233
C 1.313 1.987 4.551
H -4.088 -0.722 -4.169
O 7.544 0.126 0.312
N 0.178 -1.109 2.116
H -2.985 -3.244 2.064
H 3.305 1.561 3.876
H -0.582 1.555 -5.081
C -0.023 1.628 4.520
S 5.161 0.763 -0.550
H 2.554 -0.415 2.440
C -3.182 -0.252 -3.839
C 0.498 -0.087 3.030
Cl 0.664 -2.047 -3.292
C -0.356 -3.737 -0.649
C -0.098 -2.925 -4.618
Al 1.181 -1.394 0.409
H -3.587 -0.496 -1.741
C -1.826 0.646 -2.082
Cl -1.177 -4.239 -4.055
C 1.859 0.201 3.067
H -3.000 2.841 1.219
H -1.477 0.281 3.660
C -0.630 5.229 1.512
H -3.343 -4.959 0.315
C -2.013 3.289 1.182
C -2.388 0.380 -4.800
Te -1.281 0.624 -0.062
S 2.939 -2.785 0.677
S 5.808 -1.827 0.843
H -0.783 2.173 5.093
C 2.273 1.226 3.864
N -0.915 -1.731 2.252
C -2.281 -3.395 1.290
C -0.975 2.608 0.567
C -1.874 4.593 1.632
C -2.429 -4.371 0.344
```

Properties
spin multiplicity: 1
LUMO: -5.4235 eV
net charge: +1
energy above the lowest of the compared OMol25 structures with the same formula, charge and spin: 2.73 kcal per mole

Atom charges from the Mulliken analysis, given in e for atoms 1 to 6: number 1, H, carries 0.404; number 2, H, carries 0.401; number 3, C, carries -0.037; number 4, S, carries -0.165; number 5, C, carries -0.262; number 6, H, carries 0.973



Entry 3:
DFT (wB97M-V/def2-TZVPD) results for a structure of composition C12H16BrCl2NY at a distorted geometry.

Structure (XYZ):
```
33
Properties=species:S:1:pos:R:3
C -1.656 -1.113 -0.327
H -1.630 1.315 3.665
N 2.456 -0.080 0.036
Cl 0.403 2.584 0.794
H -2.535 -1.911 -2.178
H 4.514 -2.619 -0.778
Br 5.874 2.242 -0.246
H -1.904 1.679 0.024
H -2.173 -0.604 1.725
H 6.174 -0.682 -0.784
C -2.048 -1.019 -1.757
C 5.129 -0.528 -0.571
C -3.676 0.830 -0.876
H -1.162 -1.014 -2.408
C 4.664 0.757 -0.280
C 2.883 -1.314 -0.258
H -1.255 -0.172 4.079
H -4.044 1.814 -1.162
H -2.245 0.916 -2.480
C 4.228 -1.584 -0.569
Y -0.304 0.355 1.660
H -3.144 1.422 1.229
Cl 0.723 -1.864 2.271
C -0.669 0.709 3.686
H -0.940 -1.904 -0.061
C -2.952 0.197 -2.058
H -4.509 0.238 -0.485
H 2.146 -2.134 -0.211
H -3.669 -0.043 -2.843
C -2.172 -0.356 0.605
C -2.720 0.995 0.309
C 3.309 0.954 0.011
H 2.908 1.933 0.236
```

Properties
spin multiplicity: 1
LUMO: 2.5645 eV
net charge: -1
energy above the lowest of the compared OMol25 structures with the same formula, charge and spin: 46.85 kcal per mole

Atom charges from the Mulliken analysis, given in e for atoms 1 to 6: number 1, C, carries -0.202; number 2, H, carries 0.090; number 3, N, carries -0.008; number 4, Cl, carries -0.635; number 5, H, carries 0.330; number 6, H, carries 0.331



Entry 4:
DFT (wB97M-V/def2-TZVPD) results for a structure of composition C39H28F5N3P2PdS3Se at a distorted geometry.

Structure (XYZ):
```
82
Properties=species:S:1:pos:R:3
C 2.246 -3.061 -0.196
C 3.439 -3.772 -0.141
F 4.689 -1.321 -4.127
Se 0.559 0.421 -1.495
C -2.631 -1.801 6.183
H 2.082 -2.332 -0.982
H -2.969 1.572 6.130
C 2.934 -0.468 -2.798
C -2.032 -4.229 -2.512
H -3.125 -6.285 -0.051
C -2.618 0.586 5.858
C 1.565 -2.126 4.897
C 3.787 -1.663 3.295
H -2.991 -2.671 6.717
H -0.840 -2.466 -2.206
C -0.753 2.873 0.703
H 2.817 -5.646 2.614
H -1.364 1.304 4.261
F 2.086 -0.949 -3.718
H -1.415 -2.948 4.837
H 0.691 -4.394 2.509
H -3.170 7.966 -2.876
P -0.220 -1.014 3.007
Pd 0.155 0.032 0.923
C -2.622 -5.451 -0.523
F 5.651 0.807 -0.047
S -3.529 3.107 -2.308
C -1.924 -4.543 0.257
H 0.719 -2.275 5.551
H 4.651 -1.455 2.677
S -2.159 2.045 0.114
C -3.072 -0.531 6.541
N -0.511 3.975 0.098
C -2.677 -5.295 -1.905
C -1.738 -1.958 5.137
H 0.797 5.375 -1.495
H 4.920 -2.573 4.873
C 4.281 -0.686 -3.025
H -3.777 -0.416 7.355
C -1.337 5.459 -1.575
C 3.647 -4.696 0.874
N -1.462 4.206 -0.893
C -2.294 7.401 -2.584
H -2.517 -0.891 1.626
C 3.409 0.614 -0.763
C -2.446 -1.922 1.993
C 4.764 0.392 -0.958
C 0.091 7.169 -2.453
H 4.580 -5.243 0.925
C -1.025 7.896 -2.848
C 2.526 -1.300 2.854
P -0.267 -2.315 0.599
C 2.656 -4.923 1.824
H -2.069 -4.108 -3.586
C -1.718 0.438 4.808
C 1.396 -1.555 3.634
H -0.905 8.841 -3.361
F 6.510 -0.459 -2.296
H -3.226 -6.008 -2.507
H 2.942 -2.963 6.306
H 2.423 -0.813 1.890
H 4.201 -3.602 -0.891
H 1.086 7.550 -2.643
H -1.870 -4.666 1.332
C -2.458 6.183 -1.940
F 3.066 1.266 0.358
C 5.206 -0.253 -2.096
C -1.339 -3.307 -1.737
C -1.285 -3.469 -0.357
N -1.023 -2.365 2.188
C 1.264 -3.276 0.767
H -2.933 -2.573 1.275
C -1.274 -0.833 4.454
C 2.453 0.182 -1.670
C 1.462 -4.222 1.767
C 3.936 -2.280 4.530
H -2.981 -1.993 2.935
C -2.403 3.251 -1.110
H -3.445 5.802 -1.727
C -0.061 5.950 -1.814
S 0.220 2.162 1.986
C 2.826 -2.502 5.334
```

Properties
spin multiplicity: 1
LUMO: -1.0656 eV
net charge: 0
energy above the lowest of the compared OMol25 structures with the same formula, charge and spin: 13.96 kcal per mole

Atom charges from the Mulliken analysis, given in e for atoms 1 to 6: number 1, C, carries -0.088; number 2, C, carries -0.516; number 3, F, carries -0.323; number 4, Se, carries -0.273; number 5, C, carries -0.746; number 6, H, carries 0.125



Entry 5:
DFT (wB97M-V/def2-TZVPD) results for a cluster of 11 separate species, C11H44N14O11 in total at a distorted geometry.

Structure (XYZ):
```
80
Properties=species:S:1:pos:R:3
C -0.644 -0.522 4.502
H 0.146 1.300 5.108
H -1.984 1.007 4.494
H 4.712 4.868 3.734
N 4.270 3.999 4.066
H -2.289 -0.582 -4.871
H -0.116 -2.377 0.754
H -3.640 -4.087 -2.590
H 1.673 2.618 2.779
N 0.263 0.305 5.121
O 0.958 0.439 -4.706
H 3.479 -3.286 -3.703
C -2.443 1.261 -3.973
H -2.200 0.543 1.064
O -2.415 -4.080 -0.934
H -0.799 0.239 -4.753
H -2.239 -5.295 -2.659
C -2.554 -4.297 -2.343
O -3.291 -1.781 2.052
N -3.965 -3.894 1.788
H -2.587 -0.412 3.705
H 2.909 1.711 3.662
N -3.785 1.205 -3.581
N -1.864 0.025 4.343
H 4.811 3.158 4.205
O -1.835 2.203 -3.564
N -1.797 0.247 -4.531
N 2.420 2.601 3.457
O 2.460 4.881 3.198
C 3.027 3.847 3.495
C -3.001 -2.965 2.003
H -4.742 -3.357 1.436
N -0.470 -1.740 0.047
C 0.384 -1.632 -1.051
H -1.422 -1.539 -0.041
H 2.005 2.207 -4.190
H 2.078 1.057 1.458
N 2.314 0.102 1.226
N 0.353 4.904 1.459
H 0.292 2.031 -3.778
C 0.718 3.990 0.536
H -1.224 -2.913 2.878
H -1.566 -4.446 2.308
H 1.203 0.109 4.706
H 1.785 -3.087 -3.824
H -0.194 5.079 -0.969
C 2.756 -0.602 2.286
H 1.386 1.250 -2.775
H 0.393 5.848 1.071
H 2.015 -0.450 0.424
H 0.760 -0.954 -2.753
O 1.646 -1.795 -0.903
H 1.705 -0.215 -4.570
H -0.976 -0.784 -2.308
N -1.793 -3.472 2.254
N 0.633 4.481 -0.763
C 1.248 1.479 -3.822
C 2.747 -2.553 -4.068
H -4.476 0.459 -3.612
H -1.493 -3.833 -0.606
O -0.271 -1.642 4.203
H -4.080 2.051 -3.243
O -1.952 0.817 -0.846
H -3.823 -4.766 1.268
H 2.834 -2.506 -5.191
C -1.664 1.268 0.416
O 3.109 -0.126 3.380
H 0.555 3.761 -1.455
H 2.529 -2.471 1.278
H 0.981 4.851 2.221
H -0.546 1.447 0.600
H 2.630 -1.465 -2.478
N -0.060 -1.235 -2.249
H 2.996 -2.406 2.944
N 2.791 -1.962 2.130
O 2.889 -1.283 -3.415
O 1.026 2.862 0.906
H -1.724 1.592 -1.362
H -1.917 -3.643 -2.946
H -2.050 2.352 0.461
```

Properties
spin multiplicity: 1
LUMO: 0.2216 eV
net charge: 0
energy above the lowest of the compared OMol25 structures with the same formula, charge and spin: 21.83 kcal per mole
structure (SMILES): NC(N)=O.NC(N)=O.NC(N)=O.NC(N)=O.NC(N)=O.NC(N)=O.NC(N)=O.CO.CO.CO.CO

Atom charges from the Mulliken analysis, given in e for atoms 1 to 6: number 1, C, carries 0.653; number 2, H, carries 0.294; number 3, H, carries 0.216; number 4, H, carries 0.252; number 5, N, carries -0.504; number 6, H, carries 0.164



Entry 6:
DFT (wB97M-V/def2-TZVPD) results for an isolated molecule of C5H7NO at a distorted geometry.

Structure (XYZ):
```
14
Properties=species:S:1:pos:R:3
C 0.704 -0.739 -0.136
O 0.715 -1.942 -0.008
C -0.523 1.389 -0.681
H -1.639 -1.456 0.831
C -0.645 -0.060 -0.470
H 2.779 -0.527 0.272
H 2.126 0.683 -0.886
H -0.982 -0.510 -1.413
H 1.770 0.847 0.829
C 1.930 0.114 0.030
H -2.685 -0.122 0.293
H -1.461 0.173 1.541
C -1.678 -0.382 0.624
N -0.412 2.531 -0.826
```

Properties
spin multiplicity: 1
LUMO: 0.6782 eV
net charge: 0
energy above the lowest of the compared OMol25 structures with the same formula, charge and spin: 11.35 kcal per mole
structure (SMILES): CC(=O)[C@@H](C)C#N

Atom charges from the Mulliken analysis, given in e for atoms 1 to 6: number 1, C, carries 0.466; number 2, O, carries -0.548; number 3, C, carries -0.007; number 4, H, carries 0.358; number 5, C, carries 0.687; number 6, H, carries 0.345



no.,E_tot (eV)
1,-9502.9885
2,-117129.8623
3,-110324.3045
4,-178864.9671
5,-55510.2911
6,-8835.7109